1.
The following is a DFT calculation (ωB97M-V/def2-TZVPD) of a structure of composition C9H10O2 at a distorted geometry.

Structure (XYZ):
```
21
Properties=species:S:1:pos:R:3:forces:R:3:lowdin_charge:R:1
C 1.53676 -1.75864 1.43417 -0.39 -1.22 0.53 0.07
C 1.36729 -1.92248 0.21536 -0.71 1.57 -2.38 -0.05
C 0.16503 -1.05155 -1.95736 1.23 0.65 1.49 -0.09
C 0.61320 -1.27006 -0.74178 -0.09 -0.38 1.58 0.01
C -0.74696 -0.50190 1.27746 0.66 0.64 -0.92 -0.25
C -0.67957 0.08853 -2.27655 -4.15 -1.98 2.68 -0.13
C -1.41181 0.46390 -0.87229 2.16 4.23 -2.58 -0.09
C -0.48523 0.41781 0.27371 -0.59 -0.04 -1.24 -0.31
C 0.91781 1.79630 1.50931 1.36 3.12 0.36 -0.07
O 0.02886 -0.88626 2.16027 1.71 0.02 2.08 -0.05
O 0.25398 1.54467 0.30717 0.39 -0.58 -0.39 -0.05
H 1.93722 -2.26910 2.26761 0.19 0.22 0.80 0.07
H 0.60884 -1.57173 -2.73156 0.86 -1.23 -1.62 0.10
H -1.60356 -1.05709 1.07326 -1.73 -1.33 -0.36 0.12
H -0.24389 0.91790 -2.66376 1.72 2.24 -1.33 0.08
H -1.50204 -0.26623 -2.93453 0.50 0.51 0.01 0.12
H -1.77797 1.54738 -0.96939 0.36 -1.44 0.07 0.15
H -2.22285 -0.13118 -0.88136 -2.63 -2.24 0.82 0.07
H 1.42017 2.84813 1.42388 -0.29 -2.12 -0.39 0.13
H 1.59696 1.01117 1.79987 0.24 -0.02 0.07 0.08
H 0.22777 2.05041 2.28653 -0.80 -0.62 0.73 0.08
```
Forces are in eV/Å.

## Properties
- E_HOMO (eV) = -8.31
- charge = 0
- ΔE to the lowest compared entry with this formula, charge and spin (kcal/mol) = 158.5

2.
The following is a DFT calculation (ωB97M-V/def2-TZVPD) of the ion C10H14N3 with charge +1 at a distorted geometry.

Structure (XYZ):
```
27
Properties=species:S:1:pos:R:3:forces:R:3:lowdin_charge:R:1
C -0.35844 -2.17561 -0.48180 1.27 0.64 0.82 -0.02
C -0.76281 -0.72561 -0.61043 0.83 0.52 -0.28 -0.19
C -2.20179 -0.44066 -0.68826 -0.51 -1.23 -0.17 -0.07
C -2.73185 0.73623 -0.49213 0.68 0.91 0.03 -0.06
C -1.88187 1.83638 0.03300 -1.75 -0.36 -0.47 -0.01
C -0.67942 1.58156 0.57603 -1.30 2.35 -1.22 -0.06
N -0.07170 0.21975 0.59250 -0.47 -0.27 0.25 -0.11
C -0.27580 -0.35554 2.00610 0.59 2.14 0.63 0.06
N 1.29165 0.35264 0.25565 0.35 1.24 -1.29 -0.17
C 1.69336 1.06174 -0.84545 -1.63 -0.68 0.78 -0.04
C 2.97837 0.70283 -1.02863 0.89 0.74 -1.47 -0.04
C 3.30253 -0.20587 -0.04675 -1.24 0.31 1.13 -0.08
N 2.22411 -0.39465 0.72115 1.57 -2.48 2.08 0.10
H -0.99760 -2.78848 0.15646 -0.13 0.08 -0.41 0.10
H 0.63833 -2.14903 -0.02400 -0.01 -0.36 0.00 0.08
H -0.15423 -2.56981 -1.47446 -0.53 -0.27 0.01 0.11
H -0.28329 -0.30407 -1.55724 -0.42 -0.30 1.44 0.17
H -2.93322 -1.18274 -1.01635 0.87 -0.38 -0.19 0.14
H -3.70970 0.75924 -0.92403 -0.77 1.15 0.66 0.12
H -2.39570 2.85415 -0.03961 1.51 -1.27 0.47 0.15
H -0.17931 2.54911 0.80763 0.78 -1.68 0.56 0.16
H 0.02491 -1.39132 2.06047 0.71 0.20 0.26 0.09
H -0.01050 0.43625 2.85336 0.46 -1.96 -2.07 0.17
H -1.31397 -0.31027 2.07403 -2.05 -0.32 0.02 0.07
H 0.82592 1.47415 -1.28185 0.24 1.34 -1.34 0.11
H 3.67342 1.00889 -1.76881 0.15 0.46 -0.59 0.11
H 4.28860 -0.57923 0.14342 -0.09 -0.52 0.36 0.12
```
Forces are in eV/Å.

## Properties
- structure (SMILES) = C[C@H]1C=CC=C[N@+]1(C)n1cccn1
- E_HOMO (eV) = -13.34
- charge = +1
- ΔE to the lowest compared entry with this formula, charge and spin (kcal/mol) = 123.1

3.
The following is a DFT calculation (ωB97M-V/def2-TZVPD) of an isolated molecule of C16H26O at a distorted geometry.

Structure (XYZ):
```
43
Properties=species:S:1:pos:R:3:forces:R:3:lowdin_charge:R:1
C 2.42842 -0.74724 -2.37568 -0.44 -0.14 -0.49 -0.02
C 1.22409 -0.34196 -1.54413 -1.43 0.22 -0.84 -0.20
C -0.07847 -0.34070 -1.96400 1.59 -0.81 1.79 -0.17
C -0.43561 -0.91218 -3.29363 0.05 1.28 0.38 -0.22
O -0.32240 0.14422 -4.23538 0.53 0.58 -1.08 -0.07
C -1.17796 0.23570 -1.05637 1.05 -0.71 0.10 -0.03
C -0.67247 0.83530 0.30975 -0.38 1.08 -0.65 -0.37
C 0.67258 1.46225 0.01430 -0.33 0.75 -0.06 -0.06
C 1.48156 0.16919 -0.15401 1.27 0.38 -0.65 -0.21
C 1.01437 -0.83404 0.92942 -0.78 -0.12 0.36 -0.42
C 2.08218 -0.91288 2.00593 0.67 -0.24 0.12 -0.05
C 0.68584 -2.27950 0.46176 0.30 0.91 1.21 -0.01
C -0.25208 -0.08763 1.44165 -0.30 -1.30 -0.42 -0.22
C -1.56539 -0.71579 1.84411 -0.76 0.05 -0.62 -0.12
C -2.56669 0.49038 1.72972 -0.50 -0.29 1.03 -0.13
C -1.88260 1.59108 0.89712 0.71 0.08 0.91 -0.29
C -1.48260 2.74754 1.82173 0.09 0.52 -1.18 -0.06
H 2.75472 -1.76782 -2.15209 -0.03 -0.01 0.04 0.08
H 2.26214 -0.69181 -3.47338 0.00 -0.10 0.67 0.08
H 3.27422 -0.09831 -2.14995 -0.02 0.08 0.04 0.08
H -1.46681 -1.23874 -3.34081 -0.23 -0.09 0.02 0.12
H 0.20432 -1.74526 -3.52141 0.35 -0.47 -0.32 0.11
H 0.55172 0.58729 -4.15009 -0.92 -0.63 0.14 0.10
H -1.99991 -0.48002 -0.89242 0.22 0.09 -0.15 0.13
H -1.57186 1.06190 -1.65164 -0.35 0.16 0.21 0.13
H 0.65156 2.05784 -0.91099 0.30 -0.04 0.30 0.14
H 1.00503 2.09224 0.85606 0.02 -0.25 -0.27 0.13
H 2.55183 0.39294 -0.01351 -0.19 -0.24 -0.22 0.14
H 2.99818 -1.39345 1.62588 -0.28 0.01 -0.02 0.09
H 2.41259 0.06119 2.38255 -0.30 0.06 -0.10 0.09
H 1.74867 -1.50509 2.85183 -0.12 -0.10 0.25 0.08
H -0.06015 -2.29620 -0.31483 -0.21 -0.17 -0.18 0.07
H 0.33033 -2.81649 1.36396 0.11 0.05 -0.59 0.10
H 1.60967 -2.73149 0.12762 0.14 -0.38 -0.28 0.08
H 0.10393 0.46181 2.31839 -0.22 0.61 -0.26 0.15
H -1.53425 -1.13571 2.81783 -0.10 -0.35 1.06 0.10
H -1.89525 -1.52954 1.18085 0.26 0.25 0.00 0.11
H -2.88525 0.87920 2.74208 0.49 -0.38 -0.95 0.12
H -3.49386 0.19442 1.25052 -0.17 -0.29 -0.06 0.10
H -2.54841 1.94893 0.10652 0.11 0.12 0.15 0.13
H -1.09572 3.57187 1.20656 -0.03 -0.01 0.25 0.08
H -2.34351 3.11209 2.36103 -0.32 0.15 0.19 0.07
H -0.71673 2.50448 2.54714 0.15 -0.32 0.14 0.07
```
Forces are in eV/Å.

## Properties
- structure (SMILES) = CC1=C(CO)C[C@]23C[C@H]1C(C)(C)[C@@H]2CC[C@H]3C
- E_HOMO (eV) = -8.50
- charge = 0
- ΔE to the lowest compared entry with this formula, charge and spin (kcal/mol) = 2.1

In the order shown, the computed E values come out to -13583.3601; -15056.0774; -19060.7602 eV.
In the order shown, the computed molar mass values come out to 150.18; 176.24; 234.38 g/mol.